One molecule with the formula C3H5N3 in a non-equilibrium geometry. Source: the OMol25 dataset; level of theory: ωB97M-V/def2-TZVPD.

As for the max |F|: 6.56 eV Å⁻¹. As for the multiplicity: 1. Its charge is 0. The energy relative to the best compared isomer or geometry (same formula, charge and spin) comes out at 57.0 kcal/mol. The value obtained for the frontier orbital gap is 10.574 eV.

Structure (XYZ):
```
11
Properties=species:S:1:pos:R:3:forces:R:3:nbo_charge:R:1
C -0.824279 -0.599313 1.586238 -0.773 -0.544 -0.752 -0.652
C -0.475138 -0.036196 0.179486 3.061 -2.948 0.836 0.320
N -0.219604 1.191221 -0.236835 1.481 3.271 0.592 -0.534
C 0.798105 1.143084 -1.171962 -4.395 2.524 -0.489 0.208
N 0.861011 -0.088950 -1.531086 1.409 -6.410 -0.107 -0.408
N 0.239278 -0.970747 -0.457431 0.212 2.274 -3.778 -0.301
H -1.914540 -0.877792 1.704750 1.335 -0.619 -0.479 0.230
H 0.002835 -1.405228 1.854808 -2.295 1.676 -0.497 0.250
H -0.827717 0.222372 2.249817 0.753 0.940 0.958 0.228
H 1.091693 2.068424 -1.811011 -0.284 -1.965 1.453 0.226
H 1.268356 -0.646875 -2.366773 -0.503 1.801 2.264 0.434
```
Positions in Å, forces in eV/Å.